(1)
Computed, not measured: a molecular structure, C22H27N3O4S at a distorted geometry, with the ωB97M-V functional and the def2-TZVPD basis.

Structure (XYZ):
```
57
C22H27N3O4S, DFT the ωB97M-V functional and the def2-TZVPD basis
C 0.7208 3.9003 0.3152
C 0.6253 2.5720 -0.5658
O 0.4464 1.3879 -0.1983
N 0.9408 2.9167 -1.9394
H 0.7979 3.9190 -2.2690
C 0.7148 2.1467 -3.0621
C 1.3055 0.8720 -2.7035
C 2.4256 0.4884 -2.1174
C 2.9938 -0.7123 -1.8232
C 2.3609 -1.8502 -2.1558
C 1.4854 -1.8002 -3.0640
C 0.8098 -0.5423 -3.4626
H -0.2998 -0.4574 -4.0009
H 0.9239 -2.6798 -3.3705
H 2.7505 -2.8622 -2.0298
H 3.9556 -0.6097 -1.0720
H 2.8200 1.5316 -1.5451
H 1.3224 2.5298 -3.8907
C -0.7196 1.9416 -3.4423
C -1.5244 2.0143 -2.1597
O -2.1911 2.9022 -1.7839
N -1.5545 0.7864 -1.7749
C -2.0717 0.2097 -0.5258
C -1.6307 -0.9138 -0.0468
C -2.1606 -1.7171 0.9112
C -3.0283 -0.8437 1.9785
C -3.6045 0.5637 1.5478
C -2.9274 0.8593 0.2522
H -3.3130 2.0924 -0.0139
H -4.1081 1.1003 2.2084
H -3.2715 -1.2817 2.8238
S -1.6307 -3.1312 1.5417
O -2.4250 -3.6630 2.6459
O -1.3751 -3.8008 0.4654
N -0.1610 -2.7822 2.4120
C 0.0269 -2.3360 3.7350
C 0.0239 -0.8321 3.5617
C 1.5785 -0.3243 3.1135
C 1.4212 -1.0670 1.5273
C 1.2418 -2.4964 1.5878
H 0.8827 -2.9240 0.8281
H 2.1178 -2.8963 2.1486
H 2.3293 -0.8288 0.9885
H 0.5189 -0.4285 0.9655
H 1.6529 0.6157 2.7295
H 2.1526 -0.9867 3.6170
H -0.7885 -0.2001 3.2313
H 0.0091 -0.3108 4.8251
H -1.1108 -2.5708 4.0755
H 0.7272 -2.6228 4.2717
H -1.1182 -1.7051 -0.7457
H -1.1268 -0.0671 -2.2564
H -0.9996 2.8778 -3.8174
H -1.0405 1.4045 -4.0683
H 1.5106 4.5524 0.1757
H -0.0584 4.4776 0.2123
H 0.6469 3.5822 1.2091
```

Its lowest unoccupied orbital energy is 0.127 eV. Its total energy is -46728.583 eV. As for the highest occupied orbital energy: -8.3 eV.

Results of the Löwdin charge analysis, in e, for atoms 1 through 6:
1. C 0.07
2. C -0.31
3. O 0.04
4. N 0.07
5. H 0.19
6. C -0.34

---

(2)
Computed, not measured: C22H27N3O4S2 in the gas phase at a distorted geometry, with the ωB97M-V functional and the def2-TZVPD basis.

Structure (XYZ):
```
58
C22H27N3O4S2, DFT the ωB97M-V functional and the def2-TZVPD basis
C -7.4311 -2.5723 -1.1453
C -6.6004 -1.6417 -0.3175
C -6.5548 -0.2884 -0.6020
C -5.7691 0.5747 0.1561
C -5.0151 0.0825 1.2104
C -5.0637 -1.2735 1.4964
C -5.8439 -2.1283 0.7453
H -5.8692 -3.1820 0.9792
H -4.4780 -1.6579 2.3179
H -4.3913 0.7269 1.8106
O -5.7949 1.8968 -0.2408
C -5.1127 2.8369 0.5428
C -3.5932 2.7311 0.4524
O -2.8584 3.2058 1.2990
N -3.1687 2.0840 -0.6629
C -1.8686 1.7629 -1.0536
N -0.9033 2.2369 -0.2496
C 0.4813 2.1442 -0.3098
C 1.1877 1.5789 -1.3712
C 2.5707 1.5474 -1.3328
C 3.2459 2.0679 -0.2467
C 2.5589 2.6364 0.8105
C 1.1808 2.6818 0.7779
H 0.6310 3.1335 1.5910
H 3.1179 3.0543 1.6327
S 5.0329 1.9588 -0.1616
O 5.5302 3.0655 0.6002
O 5.5383 1.7297 -1.4801
N 5.3137 0.6056 0.7636
H 5.1455 0.8118 1.7356
C 4.7685 -0.6626 0.3071
C 4.6128 -1.6302 1.4787
C 4.0708 -2.9706 0.9884
C 4.9904 -3.5666 -0.0731
C 5.1545 -2.5969 -1.2398
C 5.6989 -1.2596 -0.7484
H 6.6839 -1.3982 -0.2999
H 5.8026 -0.5517 -1.5697
H 4.1860 -2.4414 -1.7208
H 5.8333 -3.0187 -1.9824
H 5.9680 -3.7701 0.3686
H 4.5789 -4.5133 -0.4284
H 3.9771 -3.6581 1.8314
H 3.0752 -2.8227 0.5636
H 5.5880 -1.7751 1.9475
H 3.9357 -1.2036 2.2239
H 3.7759 -0.4966 -0.1447
H 3.1409 1.1355 -2.1504
H 0.6629 1.1730 -2.2188
H -1.2628 2.7468 0.5662
S -1.7319 0.8486 -2.4134
H -3.8859 1.7293 -1.2903
H -5.4081 2.7948 1.5986
H -5.4024 3.8173 0.1479
H -7.1269 0.1270 -1.4172
H -6.7880 -3.1606 -1.7997
H -7.9806 -3.2637 -0.5098
H -8.1362 -2.0223 -1.7626
```

As for the SMILES: Cc1cccc(OCC(=O)NC(=S)Nc2ccc(S(=O)(=O)NC3CCCCC3)cc2)c1. Its lowest unoccupied orbital energy is -0.154 eV. Its total energy is -57584.096 eV. As for the highest occupied orbital energy: -8.8 eV.

Results of the Löwdin charge analysis, in e, for atoms 1 through 6:
1. C -0.05
2. C -0.27
3. C 0.03
4. C -0.26
5. C -0.02
6. C -0.07

---

(3)
Computed, not measured: C22H27N3O5S in the gas phase at a distorted geometry, with the ωB97M-V functional and the def2-TZVPD basis.

Structure (XYZ):
```
58
C22H27N3O5S, DFT the ωB97M-V functional and the def2-TZVPD basis
O 2.6947 2.5376 1.6771
C 2.9941 2.1448 0.5636
N 3.9638 1.2412 0.3434
C 4.3797 0.7543 -0.9558
H 5.2156 1.3594 -1.3330
C 4.8103 -0.7286 -0.8340
N 4.1534 -1.3574 0.2845
C 2.8123 -1.7404 0.1655
C 2.4280 -2.5234 -0.9266
C 1.1426 -3.0162 -1.0316
C 0.2061 -2.7585 -0.0451
C 0.5701 -1.9744 1.0346
C 1.8482 -1.4559 1.1340
H 2.0793 -0.8185 1.9736
H -0.1580 -1.7587 1.8020
H -0.7967 -3.1508 -0.1134
H 0.8766 -3.6231 -1.8848
H 3.1506 -2.7742 -1.6886
C 4.6603 -0.8052 1.5193
H 4.0484 -1.1475 2.3505
C 4.7352 0.7395 1.4640
H 5.7737 1.0672 1.3405
H 4.3292 1.1944 2.3679
H 5.6711 -1.2065 1.6667
H 4.5796 -1.2482 -1.7619
H 5.8892 -0.7990 -0.6641
H 3.5463 0.8293 -1.6516
C 2.2908 2.7302 -0.6717
H 3.0356 3.2039 -1.3190
O 1.6315 1.7876 -1.4934
C 0.5115 1.1722 -1.0290
C -0.0468 1.3820 0.2300
C -1.1880 0.6870 0.5886
C -1.7600 -0.2050 -0.2944
C -1.2175 -0.4162 -1.5488
C -0.0849 0.2755 -1.9196
H 0.3688 0.1313 -2.8870
H -1.6850 -1.1314 -2.2062
S -3.1663 -1.1519 0.2503
O -3.5113 -2.1229 -0.7520
O -2.9426 -1.6130 1.5885
N -4.3439 0.0564 0.3403
C -5.4806 -0.3039 1.1684
H -6.0446 -1.1316 0.7143
C -6.3838 0.9221 1.2978
H -5.8358 1.7230 1.8156
O -6.8068 1.3740 0.0312
C -5.7093 1.6994 -0.7861
H -5.1420 2.5294 -0.3379
C -4.7731 0.5021 -0.9687
H -5.2936 -0.3070 -1.5010
H -3.8867 0.7902 -1.5366
H -6.1246 2.0143 -1.7446
H -7.2906 0.6780 1.8525
H -5.0930 -0.6203 2.1361
H -1.6322 0.8129 1.5625
H 0.4075 2.0532 0.9402
H 1.5932 3.4974 -0.3169
```

As for the SMILES: O=C(COc1ccc(S(=O)(=O)N2CCOCC2)cc1)N1CCN(c2ccccc2)CC1. Its lowest unoccupied orbital energy is 0.618 eV. Its total energy is -48794.435 eV. As for the highest occupied orbital energy: -7.8 eV.

Results of the Löwdin charge analysis, in e, for atoms 1 through 6:
1. O 0.05
2. C -0.44
3. N -0.04
4. C -0.10
5. H 0.13
6. C -0.13

---

(4)
Computed, not measured: C22H27N3O5S in the gas phase at a distorted geometry, with the ωB97M-V functional and the def2-TZVPD basis.

Structure (XYZ):
```
58
C22H27N3O5S, DFT the ωB97M-V functional and the def2-TZVPD basis
O -1.6484 -4.2789 0.8895
C -1.6268 -3.1570 1.3562
N -2.5024 -2.6893 2.2923
C -3.5915 -3.3366 2.8828
C -3.9889 -4.6244 2.5362
C -5.0805 -5.1968 3.1636
C -5.7852 -4.5045 4.1334
C -5.3914 -3.2221 4.4784
C -4.3029 -2.6400 3.8590
H -3.9977 -1.6381 4.1295
H -5.9336 -2.6720 5.2333
H -6.6355 -4.9594 4.6185
H -5.3817 -6.1969 2.8892
H -3.4411 -5.1658 1.7838
H -2.3346 -1.7572 2.6443
C -0.5920 -2.1651 0.9492
C -0.7665 -0.7868 1.0004
C 0.2408 0.0585 0.5889
C 1.4771 -0.4171 0.1216
N 2.4278 0.4593 -0.2654
H 2.2922 1.4113 0.0505
C 3.7541 0.0951 -0.6949
C 4.5133 1.3571 -1.1324
C 3.7938 2.0893 -2.2859
H 3.4098 3.0561 -1.9701
C 4.8751 2.2188 -3.3629
H 4.4815 2.1383 -4.3730
C 5.8108 1.0649 -3.0052
H 6.8413 1.2147 -3.3271
H 5.4381 0.1182 -3.4228
O 5.8094 1.0183 -1.5928
H 5.4043 3.1660 -3.2609
H 2.9575 1.4877 -2.6416
H 4.6453 2.0058 -0.2582
H 4.3239 -0.3993 0.1036
H 3.6891 -0.5942 -1.5442
C 1.6300 -1.8146 0.0459
C 0.6162 -2.6539 0.4394
H 0.7361 -3.7249 0.3732
H 2.5558 -2.2284 -0.3187
S -0.0781 1.8068 0.5896
O -1.3315 2.0542 1.2482
O 1.0775 2.5255 1.0644
N -0.1429 2.1034 -1.0671
C 0.1518 3.4674 -1.4702
H 0.9603 3.8263 -0.8342
C -1.0841 4.3587 -1.3247
H -0.8988 5.3534 -1.7333
O -2.1721 3.8302 -2.0508
C -2.5130 2.5424 -1.5839
H -3.3544 2.2098 -2.1939
C -1.3278 1.5808 -1.7221
H -1.5615 0.6146 -1.2741
H -1.0842 1.4392 -2.7802
H -2.8133 2.5921 -0.5284
H -1.3446 4.4373 -0.2587
H 0.4791 3.4434 -2.5147
H -1.6850 -0.3216 1.3276
```

As for the SMILES: O=C(Nc1ccccc1)c1ccc(NC[C@@H]2CCCO2)c(S(=O)(=O)N2CCOCC2)c1. Its lowest unoccupied orbital energy is 0.473 eV. Its total energy is -48795.190 eV. As for the highest occupied orbital energy: -8.3 eV.

Results of the Löwdin charge analysis, in e, for atoms 1 through 6:
1. O 0.07
2. C -0.42
3. N 0.13
4. C -0.22
5. C -0.01
6. C -0.08

---

What did the first record say?
Computed, not measured: a molecular structure, C22H27N3O4S at a distorted geometry, with the ωB97M-V functional and the def2-TZVPD basis.

Structure (XYZ):
```
57
C22H27N3O4S, DFT the ωB97M-V functional and the def2-TZVPD basis
C 0.7208 3.9003 0.3152
C 0.6253 2.5720 -0.5658
O 0.4464 1.3879 -0.1983
N 0.9408 2.9167 -1.9394
H 0.7979 3.9190 -2.2690
C 0.7148 2.1467 -3.0621
C 1.3055 0.8720 -2.7035
C 2.4256 0.4884 -2.1174
C 2.9938 -0.7123 -1.8232
C 2.3609 -1.8502 -2.1558
C 1.4854 -1.8002 -3.0640
C 0.8098 -0.5423 -3.4626
H -0.2998 -0.4574 -4.0009
H 0.9239 -2.6798 -3.3705
H 2.7505 -2.8622 -2.0298
H 3.9556 -0.6097 -1.0720
H 2.8200 1.5316 -1.5451
H 1.3224 2.5298 -3.8907
C -0.7196 1.9416 -3.4423
C -1.5244 2.0143 -2.1597
O -2.1911 2.9022 -1.7839
N -1.5545 0.7864 -1.7749
C -2.0717 0.2097 -0.5258
C -1.6307 -0.9138 -0.0468
C -2.1606 -1.7171 0.9112
C -3.0283 -0.8437 1.9785
C -3.6045 0.5637 1.5478
C -2.9274 0.8593 0.2522
H -3.3130 2.0924 -0.0139
H -4.1081 1.1003 2.2084
H -3.2715 -1.2817 2.8238
S -1.6307 -3.1312 1.5417
O -2.4250 -3.6630 2.6459
O -1.3751 -3.8008 0.4654
N -0.1610 -2.7822 2.4120
C 0.0269 -2.3360 3.7350
C 0.0239 -0.8321 3.5617
C 1.5785 -0.3243 3.1135
C 1.4212 -1.0670 1.5273
C 1.2418 -2.4964 1.5878
H 0.8827 -2.9240 0.8281
H 2.1178 -2.8963 2.1486
H 2.3293 -0.8288 0.9885
H 0.5189 -0.4285 0.9655
H 1.6529 0.6157 2.7295
H 2.1526 -0.9867 3.6170
H -0.7885 -0.2001 3.2313
H 0.0091 -0.3108 4.8251
H -1.1108 -2.5708 4.0755
H 0.7272 -2.6228 4.2717
H -1.1182 -1.7051 -0.7457
H -1.1268 -0.0671 -2.2564
H -0.9996 2.8778 -3.8174
H -1.0405 1.4045 -4.0683
H 1.5106 4.5524 0.1757
H -0.0584 4.4776 0.2123
H 0.6469 3.5822 1.2091
```

Its lowest unoccupied orbital energy is 0.127 eV. Its total energy is -46728.583 eV. As for the highest occupied orbital energy: -8.3 eV.

Results of the Löwdin charge analysis, in e, for atoms 1 through 6:
1. C 0.07
2. C -0.31
3. O 0.04
4. N 0.07
5. H 0.19
6. C -0.34

---

Question: Which of these has the highest lowest unoccupied orbital energy?
Answer: number 3

---

Question: Look up the lowest unoccupied orbital energy of the first one.
Answer: 0.127 eV